Record 1
Formula: C13H30FN2O4PS
Source: the Open Molecules 2025 dataset
Level of theory: ωB97M-V/def2-TZVPD

Each line ends with the natural charge from an NBO analysis.
Element x y z (Å)
C (1.25, 0.07, 2.81)  -0.64
C (-0.21, -0.39, 2.73)  -0.23
N (-0.84, -0.33, 1.39)  -0.46
N (-1.66, 0.84, 1.27)  -0.82
P (-3.43, 0.61, 1.11)  0.99
C (-3.52, -1.08, 0.43)  -0.96
C (-3.83, 0.33, 2.88)  -0.73
C (-4.22, 1.62, 3.59)  -0.61
S (-1.22, 2.07, 0.27)  2.53
O (-1.43, 3.31, 0.93)  -0.89
O (-1.65, 1.87, -1.07)  -0.91
F (0.34, 1.85, 0.20)  -0.49
H (1.80, -0.53, 3.53)  0.22
H (1.74, -0.01, 1.84)  0.22
H (1.30, 1.10, 3.14)  0.21
H (-0.33, -1.40, 3.13)  0.19
H (-0.82, 0.26, 3.35)  0.20
H (-0.14, -0.33, 0.66)  0.37
H (-2.68, -1.29, -0.23)  0.25
H (-3.55, -1.84, 1.22)  0.23
H (-4.45, -1.14, -0.15)  0.24
H (-4.62, -0.43, 2.93)  0.23
H (-2.95, -0.11, 3.35)  0.22
H (-3.33, 2.20, 3.85)  0.21
H (-4.84, 2.25, 2.95)  0.21
H (-4.77, 1.42, 4.51)  0.21
C (6.32, -0.25, 0.86)  -0.43
C (5.51, 1.05, 0.75)  -0.43
C (4.39, 0.64, -0.19)  -0.07
O (4.15, -0.75, 0.06)  -0.54
C (5.21, -1.29, 0.86)  -0.07
H (6.94, -0.30, 1.74)  0.22
H (6.95, -0.37, -0.02)  0.20
H (5.11, 1.32, 1.73)  0.20
H (6.09, 1.89, 0.37)  0.22
H (4.68, 0.76, -1.23)  0.17
H (3.46, 1.19, -0.02)  0.18
H (4.84, -1.47, 1.87)  0.16
H (5.51, -2.25, 0.43)  0.19
C (-0.83, -0.54, -5.10)  -0.43
C (-1.34, -0.12, -3.72)  -0.43
C (-2.74, -0.70, -3.72)  -0.06
O (-2.69, -1.89, -4.52)  -0.54
C (-1.45, -1.93, -5.24)  -0.07
H (0.25, -0.56, -5.19)  0.22
H (-1.23, 0.13, -5.87)  0.20
H (-0.73, -0.58, -2.94)  0.20
H (-1.33, 0.96, -3.56)  0.23
H (-3.46, 0.00, -4.16)  0.17
H (-3.09, -0.97, -2.72)  0.18
H (-0.81, -2.69, -4.79)  0.16
H (-1.66, -2.21, -6.27)  0.18

The calculation puts the gap between HOMO and LUMO at 9.70 eV. As for the charge: 0. The calculation puts the HOMO energy at -0.33191 Eh.

---

Record 2
Formula: C13H30GeHoO2Se2
Source: the Open Molecules 2025 dataset
Level of theory: ωB97M-V/def2-TZVPD

Each line ends with the Mulliken spin population.
Element x y z (Å)
Ho (6.77, 9.47, 7.86)  4.08
O (9.93, 5.15, 9.44)  0.00
C (10.42, 6.43, 9.94)  0.00
C (9.78, 7.58, 9.16)  0.00
C (10.33, 8.93, 9.68)  0.00
O (11.75, 8.87, 9.58)  0.00
C (10.04, 7.47, 7.69)  0.00
Se (9.05, 8.82, 6.46)  -0.01
C (8.24, 7.52, 9.42)  0.00
Se (7.38, 9.06, 10.53)  -0.01
H (10.44, 4.46, 9.83)  0.00
H (11.52, 6.49, 9.81)  0.00
H (10.23, 6.51, 10.98)  0.00
H (9.90, 9.01, 10.72)  0.00
H (9.89, 9.82, 9.08)  0.00
H (12.19, 9.46, 10.17)  0.00
H (9.74, 6.50, 7.22)  0.00
H (11.07, 7.85, 7.45)  0.00
H (8.03, 6.57, 9.91)  0.00
H (7.65, 7.50, 8.46)  -0.01
C (5.64, 5.79, 7.17)  0.00
C (4.99, 6.89, 6.25)  0.00
C (5.58, 6.94, 4.76)  0.00
C (5.08, 8.20, 6.99)  -0.02
H (5.40, 4.75, 6.78)  0.00
H (5.24, 5.88, 8.17)  0.00
H (6.77, 5.91, 7.06)  0.00
H (3.96, 6.58, 6.06)  0.00
H (6.53, 7.50, 4.77)  0.00
H (4.93, 7.44, 4.04)  0.00
H (5.84, 5.95, 4.36)  0.00
H (4.68, 8.04, 7.96)  0.00
H (4.63, 9.10, 6.51)  -0.01
C (6.28, 14.47, 6.67)  0.00
Ge (6.82, 12.65, 6.62)  0.00
C (8.84, 12.57, 7.12)  0.00
C (6.61, 11.99, 4.75)  0.00
C (5.70, 11.64, 7.88)  -0.02
H (6.42, 14.81, 5.61)  0.00
H (6.85, 15.19, 7.27)  0.00
H (5.23, 14.54, 6.97)  0.00
H (9.27, 11.81, 6.42)  0.00
H (8.91, 12.33, 8.18)  0.00
H (9.25, 13.53, 7.00)  0.00
H (7.53, 11.85, 4.15)  0.00
H (6.06, 12.74, 4.22)  0.00
H (6.13, 11.03, 4.77)  0.00
H (4.66, 11.96, 7.58)  0.00
H (5.78, 11.97, 8.90)  0.00

The calculation puts the gap between HOMO and LUMO (alpha / beta) at 7.07 / 7.08 eV. As for the spin multiplicity: 5. As for the charge: -1. The calculation puts the HOMO energy (alpha / beta) at -0.16080 / -0.16104 Eh. As for the expectation value of S²: 6.005.

---

Record 3
Formula: C13H30IO2P2V
Source: the Open Molecules 2025 dataset
Level of theory: ωB97M-V/def2-TZVPD

Each line ends with the Mulliken spin population.
Element x y z (Å)
C (0.01, 0.88, -4.47)  0.04
C (0.03, 1.67, -3.31)  0.01
H (0.01, 1.50, -5.39)  0.00
H (-0.89, 0.23, -4.44)  0.00
H (0.89, 0.21, -4.46)  0.00
O (0.03, 2.54, -2.54)  0.02
I (-0.11, -2.88, -1.23)  0.04
V (-0.05, -0.45, -0.48)  1.82
P (2.31, -0.18, -0.43)  -0.04
C (3.03, 1.19, 0.52)  0.00
C (3.29, -1.61, 0.12)  0.02
H (4.36, -1.36, 0.09)  0.00
H (3.95, 0.37, -2.10)  0.00
H (3.09, -2.46, -0.53)  0.00
H (2.63, -0.66, -2.76)  0.00
H (2.90, 1.02, 1.60)  0.00
H (3.01, -1.87, 1.15)  0.00
C (2.86, 0.19, -2.11)  0.03
H (4.10, 1.22, 0.29)  0.00
H (2.36, 1.09, -2.49)  -0.01
H (2.55, 2.13, 0.25)  0.00
P (-2.42, -0.14, -0.47)  -0.03
C (-3.14, 1.25, 0.45)  0.00
C (-2.90, 0.21, -2.18)  0.04
H (-3.16, -2.46, -0.48)  0.00
H (-4.51, -1.30, -0.17)  0.00
H (-3.34, -1.69, 1.13)  0.00
C (-3.46, -1.54, 0.05)  0.02
H (-2.64, -0.65, -2.81)  0.00
H (-3.99, 0.38, -2.22)  0.00
H (-4.18, 1.38, 0.13)  0.00
H (-2.57, 2.16, 0.25)  0.00
H (-2.38, 1.10, -2.55)  -0.01
H (-3.11, 1.05, 1.53)  0.00
C (-0.04, 1.42, -0.10)  0.15
O (-0.05, 2.56, 0.25)  0.16
C (-0.60, 0.71, 3.23)  0.00
C (0.43, -0.30, 2.75)  0.06
C (0.85, -1.19, 3.93)  0.00
C (-0.09, -1.14, 1.54)  -0.25
H (-1.56, 0.23, 3.45)  0.00
H (-0.77, 1.51, 2.50)  -0.01
H (-0.26, 1.19, 4.16)  0.00
H (1.33, 0.25, 2.42)  -0.01
H (0.02, -1.81, 4.28)  0.00
H (1.68, -1.86, 3.66)  0.00
H (1.18, -0.58, 4.77)  0.00
H (0.49, -2.06, 1.46)  -0.01
H (-1.13, -1.43, 1.72)  -0.02

The calculation puts the gap between HOMO and LUMO (alpha / beta) at 5.26 / 5.97 eV. As for the spin multiplicity: 3. As for the charge: +2. The calculation puts the energy above the lowest of the compared OMol25 structures with the same formula, charge and spin at 5.9 kcal per mole. The calculation puts the HOMO energy (alpha / beta) at -0.53235 / -0.55956 Eh. As for the expectation value of S²: 2.063.

---

Question: Which of these has the highest charge?
Answer: C13H30IO2P2V

---

Question: Look up the charge of the second one.
Answer: -1